C4H6ClF in the gas phase at a distorted geometry. Source: the OMol25 dataset; level of theory: the ωB97M-V functional and the def2-TZVPD basis.

Results
orbital gap: 10.2486 eV
highest occupied orbital energy: -9.297 eV
E: -19484.180 eV
ΔE to the lowest compared entry with this formula, charge and spin: 13.0 kcal/mol
SMILES string: CC/C(Cl)=C/F

Geometry as ORCA input:
```
! wB97M-V def2-TZVPD RIJCOSX def2/J DEFGRID3
* xyz 0 1
C -1.4326 0.0357 -0.1522
C -0.2372 -0.9472 0.1102
C 1.0815 -0.2369 0.0760
Cl 2.5125 -1.2227 -0.0641
C 1.2685 1.0809 0.1273
F 2.4097 1.6607 -0.0867
H -1.2220 0.8542 -0.9324
H -1.5965 0.6253 0.7123
H -2.3912 -0.4691 -0.5061
H -0.2975 -1.7715 -0.6137
H -0.5069 -1.3957 1.0481
H 0.4117 1.7862 0.2812
*
```